Record 1
168
Properties=species:S:1:pos:R:3 method="wB97M-V/def2-TZVPD" s2=0.750 spin_multiplicity=2 e_above_lowest_kj_mol=0.00 total_charge=-1
C -3.7406 -3.6577 0.8799
O -3.3853 -2.9963 -0.0843
N -4.9632 -3.6921 1.3486
N -2.9930 -4.5771 1.3990
H -5.1247 -4.2322 2.1866
H -5.6366 -3.3300 0.6886
H -2.0216 -4.5785 1.1227
H -3.4503 -5.1188 2.1184
C 0.3507 6.9449 -1.1423
O -0.1077 6.7300 -2.2068
N 0.4633 8.1826 -0.5593
N 0.6399 5.9954 -0.2801
H 0.1459 9.0351 -0.9980
H 0.8004 8.2219 0.3920
H 1.2960 6.1950 0.4613
H 0.4802 5.0147 -0.4614
C -0.5277 0.7565 -6.1185
O -0.7406 -0.1561 -6.9323
N -0.9546 2.0007 -6.2675
N -0.0233 0.5811 -4.9306
H -0.7064 2.7572 -5.6460
H -1.4667 2.2532 -7.1006
H 0.2979 1.4416 -4.5106
H 0.5552 -0.2466 -4.9102
C 1.3006 3.8250 -4.2189
O 0.4317 3.1078 -3.8344
N 2.0641 3.4050 -5.2602
N 1.6110 5.0082 -3.7456
H 2.0824 2.4194 -5.4801
H 2.6590 4.0646 -5.7409
H 1.0362 5.4128 -3.0204
H 2.4503 5.5128 -3.9930
C -1.2080 4.7449 3.0794
C -2.5666 4.0594 2.8956
C -3.1430 4.3997 1.4376
O -4.4935 4.1044 1.2246
C -5.3979 4.9102 2.0100
N -2.4267 2.5921 2.9658
H -1.2766 5.7735 2.7255
H -0.3433 4.4111 2.5058
H -0.9468 4.7781 4.1371
H -3.1814 4.2939 3.7645
H -2.5694 3.9046 0.6540
H -3.0193 5.4336 1.1154
H -5.2269 5.9816 1.9055
H -5.1938 4.6988 3.0597
H -6.4354 4.6857 1.7622
H -3.0922 2.2297 2.2982
H -2.6334 2.1837 3.8662
C -3.5146 -2.6305 5.7865
C -2.2160 -3.4443 6.1423
C -1.3744 -3.4613 4.8483
O -0.0798 -4.1301 5.0028
C 0.9262 -3.5649 4.1437
N -1.4764 -2.8145 7.1983
H -4.1273 -2.5114 6.6802
H -3.9911 -3.1636 4.9638
H -3.2634 -1.6395 5.4085
H -2.4355 -4.4494 6.5024
H -1.2186 -2.4246 4.5498
H -1.9176 -3.9780 4.0570
H 1.5481 -2.8364 4.6639
H 0.5382 -3.2349 3.1800
H 1.5810 -4.4086 3.9259
H -0.5360 -2.6329 6.8777
H -1.2582 -3.6505 7.7215
C 7.2895 -2.0754 -0.7391
C 6.1048 -2.1061 -1.7581
C 4.7353 -1.7594 -1.1145
O 4.5965 -2.5212 0.1095
C 3.3349 -2.2483 0.5635
N 6.4443 -1.3065 -2.8705
H 7.0370 -2.8106 0.0250
H 7.3525 -1.0555 -0.3596
H 8.2802 -2.3080 -1.1295
H 6.0702 -3.1450 -2.0862
H 3.9245 -1.7748 -1.8428
H 4.7338 -0.6877 -0.9157
H 3.1322 -2.8573 1.4444
H 2.5959 -2.6041 -0.1544
H 3.1602 -1.2120 0.8525
H 7.4046 -1.5560 -3.0594
H 6.5143 -0.3446 -2.5705
C 0.9377 -3.1420 -2.9835
C -0.5769 -2.9047 -2.8929
C -1.3476 -4.2827 -3.1433
O -1.4329 -4.6236 -4.4543
C -2.3593 -3.8895 -5.2622
N -0.8665 -2.4011 -1.5848
H 1.2390 -3.8290 -2.1927
H 1.4263 -2.1711 -2.9009
H 1.1352 -3.6950 -3.9017
H -1.0595 -2.2143 -3.5847
H -2.3414 -4.2260 -2.6991
H -0.9905 -5.1608 -2.6052
H -1.9863 -2.8961 -5.5114
H -3.3666 -3.6772 -4.9039
H -2.4692 -4.2849 -6.2720
H -1.8666 -2.4200 -1.4449
H -0.5197 -1.4790 -1.3620
C 1.6408 -6.1032 0.7100
C 0.3948 -5.6362 -0.0483
C -0.7139 -6.7210 -0.2291
O -0.2579 -7.7671 -1.1073
C -1.0587 -8.9257 -1.1571
N -0.1710 -4.4246 0.7000
H 2.4651 -5.4082 0.8698
H 1.9663 -6.9610 0.1215
H 1.4164 -6.5823 1.6631
H 0.8817 -5.3248 -0.9724
H -1.6957 -6.3516 -0.5254
H -0.8576 -7.0743 0.7920
H -0.9522 -9.4689 -0.2181
H -0.6997 -9.6244 -1.9127
H -2.1016 -8.6374 -1.2885
H 0.4168 -3.8484 1.2853
H -0.6312 -3.7738 0.0796
C 2.1458 1.2760 -0.7283
C 0.6690 1.6561 -0.7817
C -0.1979 1.2584 0.3725
O -0.1150 -0.1460 0.5542
C -1.1361 -0.7742 1.3023
N 0.6072 3.1296 -0.9824
H 2.6439 1.4067 -1.6889
H 2.1553 0.1906 -0.6285
H 2.6652 1.7152 0.1234
H 0.2793 1.2043 -1.6939
H -1.1998 1.5996 0.1119
H 0.0411 1.7388 1.3212
H -2.1221 -0.3597 1.0924
H -1.0752 -0.5099 2.3580
H -1.1161 -1.8631 1.3472
H -0.3518 3.3625 -0.7678
H 0.8991 3.4016 -1.9102
C -3.5006 -0.1663 -2.4823
C -3.6912 1.2491 -3.0575
C -2.7803 2.3737 -2.4003
O -2.8591 3.6792 -3.0987
C -4.1484 4.2557 -3.0492
N -3.3227 1.1480 -4.4669
H -4.1932 -0.8247 -3.0066
H -3.7954 -0.1878 -1.4331
H -2.4804 -0.5200 -2.6311
H -4.7326 1.5585 -2.9692
H -1.7512 2.0186 -2.4554
H -2.9126 2.4590 -1.3217
H -4.5553 4.1111 -2.0483
H -4.7841 3.7009 -3.7393
H -4.2052 5.3097 -3.3211
H -3.2434 2.1286 -4.6956
H -2.3486 0.9032 -4.5730
C 4.7807 3.2048 2.2988
C 3.6974 3.4844 3.3798
C 4.0964 4.5881 4.4129
O 5.1023 3.9725 5.2205
C 5.1368 4.3269 6.5677
N 2.4513 3.8166 2.7358
H 5.7713 3.2302 2.7530
H 4.7963 4.0311 1.5880
H 4.6731 2.2088 1.8693
H 3.6225 2.5939 4.0038
H 3.2888 4.9783 5.0323
H 4.5068 5.5189 4.0216
H 5.7462 3.8525 7.3369
H 4.1367 4.2939 6.9999
H 5.3827 5.3802 6.7032
H 1.6547 3.2552 3.0009
H 2.5072 3.5946 1.7521

=====

Record 2
28
Properties=species:S:1:pos:R:3 method="wB97M-V/def2-TZVPD" spin_multiplicity=1 energy_ha=-884.95634 total_charge=-1
C 0.8034 -2.7693 0.5814
C 0.8850 -1.7475 -0.5602
N 0.9152 -0.3395 -0.1638
C -0.2415 0.0900 0.6585
C -0.6025 1.5654 0.4495
B -2.2149 1.8121 0.7164
P -3.3143 1.2151 -0.7853
O -3.3197 -0.4631 -0.6167
O -2.2598 1.2714 -2.1079
C 2.1669 0.0262 0.4016
C 3.0618 0.7720 -0.5611
O 2.5098 -0.2099 1.5465
H 0.1549 -3.6009 0.2967
H 0.3915 -2.3376 1.4899
H 1.7801 -3.1834 0.8319
H 0.0678 -1.8644 -1.2693
H 1.8056 -1.9414 -1.1224
H 0.0054 -0.0365 1.7179
H -1.0888 -0.5603 0.4519
H 0.0066 2.1545 1.1477
H -0.2672 1.8581 -0.5520
H -2.5557 1.1246 1.6682
H -2.4623 2.9875 0.9331
H -4.2221 -0.7365 -0.7456
H -1.7328 2.0641 -1.9950
H 3.2015 0.1539 -1.4480
H 2.5202 1.6655 -0.8728
H 4.0060 1.0300 -0.0913